Density functional theory data (ωB97M-V/def2-TZVPD) for a molecular structure, C42H40ClF5N3O4PSe2Ti in a non-equilibrium geometry.

Summary:
- Gap between HOMO and LUMO (alpha / beta): 3.494 / 5.685 eV
- Charge: -2
- 2S+1: 3
- Calculated total energy: -246072.4763 eV
- HOMO (alpha / beta): 0.1 / -2.1 eV
- Lowest unoccupied orbital energy (alpha / beta): 3.60 / 3.60 eV

Last column: Mulliken spin population.
Cartesian coordinates (Å):
Ti1 0.57 -2.44 0.48  0.394
O1 1.34 -2.94 2.06  -0.004
C1 1.70 -4.12 2.50  0.373
C2 1.38 -5.32 1.82  -0.052
C3 1.81 -6.57 2.34  0.298
C4 1.55 -7.76 1.66  -0.078
C5 0.85 -7.71 0.43  0.186
C6 0.42 -6.50 -0.08  -0.118
C7 0.65 -5.30 0.60  0.206
O2 0.16 -4.15 0.11  -0.011
N1 1.96 -8.98 2.17  0.250
O3 1.71 -10.06 1.51  0.223
O4 2.60 -9.00 3.29  0.219
H1 2.26 -4.13 3.42  0.011
H2 2.36 -6.61 3.27  0.043
H3 0.67 -8.64 -0.09  0.028
H4 -0.12 -6.45 -1.02  0.000
Cl1 -2.29 -3.51 -2.09  0.001
C8 -1.62 -3.04 -3.61  0.001
C9 -1.73 -3.94 -4.67  -0.001
C10 -1.24 -3.59 -5.91  0.000
C11 -0.66 -2.35 -6.10  -0.001
C12 -0.55 -1.47 -5.04  0.001
C13 -1.02 -1.79 -3.76  0.008
P1 -0.83 -0.69 -2.29  0.004
C14 0.15 0.68 -3.05  -0.006
C15 -0.37 1.94 -3.34  0.001
C16 0.44 2.94 -3.87  0.000
C17 1.79 2.70 -4.10  0.000
C18 2.31 1.45 -3.82  0.001
C19 1.50 0.44 -3.30  0.000
C20 -2.49 0.11 -2.23  -0.003
C21 -3.54 -0.17 -3.10  -0.001
C22 -4.77 0.45 -2.94  0.000
C23 -4.96 1.37 -1.92  0.000
C24 -3.92 1.65 -1.04  0.000
C25 -2.70 1.01 -1.19  0.005
H5 -2.19 -4.90 -4.49  0.000
H6 -1.32 -4.29 -6.73  0.000
H7 -0.27 -2.06 -7.07  0.000
H8 -0.08 -0.51 -5.20  0.000
H9 -1.42 2.15 -3.16  0.000
H10 0.01 3.92 -4.09  0.000
H11 2.42 3.48 -4.50  0.000
H12 3.36 1.24 -3.99  0.000
H13 1.93 -0.52 -3.04  0.007
H14 -3.40 -0.87 -3.91  0.000
H15 -5.58 0.22 -3.62  0.000
H16 -5.93 1.85 -1.79  0.000
H17 -4.06 2.36 -0.23  0.000
H18 -1.91 1.21 -0.48  0.000
Se1 2.35 -1.96 -1.00  0.024
F1 -1.37 -0.12 1.58  0.000
C26 -1.33 -1.49 1.32  -0.023
F2 -2.43 -1.70 0.49  0.001
C27 -1.77 -2.11 2.66  -0.002
F3 -0.99 -1.70 3.67  0.004
F4 -1.72 -3.44 2.62  0.005
F5 -3.04 -1.77 3.00  0.001
C28 1.83 2.33 5.86  0.000
C29 0.99 3.38 5.14  0.000
C30 -0.46 2.95 4.92  0.000
C31 -0.63 1.82 3.90  0.000
N2 -0.17 2.19 2.58  0.000
C32 0.87 1.61 1.91  0.009
Se2 1.92 0.23 2.46  -0.002
N3 0.92 2.18 0.67  -0.001
C33 1.88 1.81 -0.37  0.006
C34 3.28 2.40 -0.17  0.002
C35 3.37 3.92 -0.17  0.000
C36 2.99 4.58 1.16  0.000
C37 -0.12 3.08 0.53  0.000
C38 -0.51 3.88 -0.53  0.000
C39 -1.65 4.66 -0.35  0.000
C40 -2.37 4.64 0.85  0.000
C41 -1.96 3.85 1.91  0.000
C42 -0.82 3.08 1.74  0.000
H19 2.84 2.70 6.05  0.000
H20 1.93 1.42 5.26  0.000
H21 1.39 2.06 6.82  0.000
H22 1.45 3.64 4.18  0.000
H23 0.99 4.30 5.73  0.000
H24 -1.05 3.82 4.60  0.000
H25 -0.89 2.61 5.87  0.000
H26 -1.69 1.54 3.81  0.000
H27 -0.09 0.92 4.18  -0.001
H28 1.46 2.16 -1.32  -0.001
H29 1.94 0.72 -0.41  -0.007
H30 3.88 1.99 -0.98  0.000
H31 3.69 1.99 0.75  0.000
H32 2.75 4.33 -0.98  0.000
H33 4.40 4.21 -0.41  0.000
H34 1.93 4.50 1.38  0.000
H35 3.25 5.64 1.16  0.000
H36 3.53 4.10 1.98  0.000
H37 0.03 3.89 -1.46  0.000
H38 -2.00 5.29 -1.16  0.000
H39 -3.26 5.24 0.95  0.000
H40 -2.52 3.82 2.84  0.000



Density functional theory data (ωB97M-V/def2-TZVPD) for 2 unconnected molecules or ions with the total composition C3H5N2 in a non-equilibrium geometry.

Summary:
- Gap between HOMO and LUMO: 7.856 eV
- Charge: +1
- Calculated total energy: -6160.7689 eV
- HOMO: -14.2 eV
- Lowest unoccupied orbital energy: -6.34 eV

Last column: Mulliken charge in e.
Cartesian coordinates (Å):
C1 0.55 -0.82 1.15  -0.204
C2 -0.87 0.12 -0.30  -0.434
C3 0.45 0.21 -0.78  -0.231
N1 1.26 -0.25 0.14  0.055
N2 -0.77 -0.57 0.83  0.002
H1 -0.53 1.68 0.05  0.385
H2 -1.74 0.19 -0.89  0.500
H3 1.02 0.40 -1.68  0.400
H4 2.24 -0.02 0.17  0.261
H5 -1.62 -0.95 1.33  0.266



Density functional theory data (ωB97M-V/def2-TZVPD) for a molecular structure, C24H54F8KN7O16S8 in a non-equilibrium geometry.

Summary:
- Gap between HOMO and LUMO: 6.722 eV
- Calculated total energy: -193683.7350 eV
- HOMO: -7.7 eV
- Lowest unoccupied orbital energy: -0.99 eV

Last column: Mulliken charge in e.
Cartesian coordinates (Å):
K1 5.86 1.67 -2.46  0.974
C1 0.95 -8.45 4.36  -1.441
C2 0.18 -7.26 3.79  -0.497
C3 -0.05 -7.45 2.31  -0.693
N1 -1.38 -6.80 1.72  0.138
C4 -1.29 -5.22 1.93  -1.263
C5 -1.57 -7.21 0.27  -0.498
C6 -2.24 -8.57 0.30  -0.627
C7 -2.94 -8.66 1.66  -0.591
C8 -2.64 -7.35 2.27  -0.693
H1 0.21 -9.24 4.43  0.390
H2 1.24 -8.26 5.39  0.396
H3 1.87 -8.69 3.81  0.334
H4 0.46 -6.23 4.01  0.521
H5 -0.77 -7.21 4.33  0.292
H6 -0.18 -8.52 2.12  0.391
H7 0.66 -6.91 1.68  0.467
H8 -0.24 -4.94 1.84  0.459
H9 -1.36 -4.99 2.99  0.563
H10 -1.73 -4.65 1.11  0.366
H11 -2.19 -6.43 -0.16  0.434
H12 -0.52 -7.26 -0.03  0.321
H13 -2.90 -8.59 -0.58  0.433
H14 -1.57 -9.42 0.41  0.220
H15 -3.98 -8.80 1.37  0.298
H16 -2.69 -9.52 2.27  0.391
H17 -3.37 -6.55 2.15  0.503
H18 -2.64 -7.45 3.36  0.381
C9 -0.84 5.39 5.75  -1.148
C10 -0.71 6.82 6.17  -0.315
C11 -0.53 6.92 7.83  -0.996
N2 -0.71 8.34 8.42  0.133
C12 -2.12 8.93 8.44  -0.960
C13 0.26 9.33 7.73  -0.633
C14 0.92 10.21 8.75  -0.772
C15 1.14 9.18 9.90  -0.446
C16 -0.15 8.42 9.92  -0.459
H19 -0.15 5.10 4.96  0.299
H20 -1.82 5.18 5.32  0.269
H21 -0.71 4.85 6.69  0.358
H22 -1.49 7.42 5.70  0.384
H23 0.10 7.27 5.59  0.393
H24 0.52 6.71 8.02  0.448
H25 -1.20 6.27 8.39  0.519
H26 -2.48 9.05 7.42  0.332
H27 -2.15 9.78 9.12  0.372
H28 -2.66 8.13 8.95  0.428
H29 -0.19 9.98 6.98  0.321
H30 0.89 8.67 7.12  0.456
H31 0.36 11.14 8.83  0.368
H32 1.93 10.43 8.41  0.355
H33 1.37 9.82 10.75  0.346
H34 2.04 8.71 9.51  0.304
H35 -0.94 8.92 10.48  0.307
H36 -0.07 7.36 10.18  0.338
C17 0.33 1.22 -10.00  -1.478
C18 0.21 -0.27 -9.69  -0.283
C19 -0.47 -0.52 -8.39  -0.903
N3 -1.10 -1.93 -8.26  0.371
C20 -2.02 -2.49 -9.35  -0.941
C21 -0.03 -3.04 -8.04  -0.575
C22 -0.52 -3.87 -6.79  -0.688
C23 -1.92 -3.45 -6.57  -0.551
C24 -1.84 -2.00 -6.90  -0.806
H37 1.08 1.76 -9.43  0.391
H38 -0.51 1.86 -10.27  0.364
H39 0.92 1.23 -10.92  0.427
H40 1.22 -0.65 -9.51  0.276
H41 -0.12 -0.86 -10.54  0.355
H42 -1.19 0.28 -8.19  0.467
H43 0.23 -0.41 -7.57  0.450
H44 -1.82 -2.06 -10.34  0.298
H45 -2.96 -1.99 -9.10  0.381
H46 -2.19 -3.56 -9.29  0.392
H47 0.26 -3.59 -8.94  0.446
H48 0.89 -2.58 -7.66  0.298
H49 -0.37 -4.93 -6.99  0.313
H50 0.08 -3.68 -5.90  0.426
H51 -2.64 -3.94 -7.23  0.285
H52 -2.15 -3.63 -5.52  0.382
H53 -2.83 -1.63 -7.15  0.408
H54 -1.41 -1.34 -6.15  0.493
N4 2.42 0.04 -0.40  -0.082
S1 1.11 -0.66 -1.24  1.072
O1 -0.28 -0.26 -1.03  -0.521
O2 1.33 -2.08 -1.66  -0.640
F1 1.40 -0.01 -2.64  -0.240
S2 1.75 0.38 0.81  0.934
O3 1.33 -0.69 1.69  -0.542
O4 1.06 1.64 0.98  -0.569
F2 3.28 0.62 1.42  -0.397
N5 -3.33 -2.18 6.32  -0.269
S3 -1.87 -1.20 6.56  1.057
O5 -0.58 -1.81 6.43  -0.537
O6 -1.96 -0.08 7.39  -0.587
F3 -1.94 -0.57 5.18  -0.222
S4 -3.06 -3.18 7.38  1.069
O7 -3.24 -2.82 8.76  -0.624
O8 -1.96 -4.07 7.00  -0.577
F4 -4.37 -4.06 7.03  -0.309
N6 -0.69 6.43 -4.36  -0.310
S5 -0.73 7.02 -5.92  1.130
O9 -1.97 6.80 -6.69  -0.597
O10 0.52 6.98 -6.68  -0.545
F5 -0.86 8.55 -5.63  -0.251
S6 -0.13 5.13 -4.75  1.074
O11 1.33 5.05 -4.81  -0.649
O12 -0.73 4.24 -5.74  -0.569
F6 -0.18 4.28 -3.38  -0.282
N7 7.16 -0.75 -5.58  -0.291
S7 6.40 -0.71 -7.11  1.042
O13 6.32 -1.97 -7.90  -0.544
O14 6.65 0.55 -7.80  -0.522
F7 4.84 -0.72 -6.55  -0.258
S8 8.56 -0.75 -6.05  1.056
O15 9.09 0.57 -6.41  -0.598
O16 8.92 -1.84 -7.01  -0.630
F8 9.45 -1.20 -4.86  -0.239



Density functional theory data (ωB97M-V/def2-TZVPD) for a molecular structure, C30H34BN10NaSe.

Summary:
- Gap between HOMO and LUMO: 7.381 eV
- Calculated total energy: -117007.1846 eV
- HOMO: -8.3 eV
- Lowest unoccupied orbital energy: -0.92 eV

Last column: Mulliken charge in e.
Cartesian coordinates (Å):
Na1 0.37 0.20 0.05  1.870
C1 -1.32 -2.01 2.77  -1.043
C2 -1.09 -1.05 3.92  0.503
C3 -2.38 -0.27 4.20  -1.449
C4 0.05 -0.10 3.67  0.178
C5 0.78 0.58 4.66  -1.559
C6 1.64 1.38 3.95  -0.105
N1 1.42 1.19 2.63  0.224
N2 0.44 0.26 2.45  -0.128
B1 2.20 1.96 1.53  -0.217
N3 1.29 2.89 0.68  0.217
C7 1.31 4.23 0.72  -0.453
C8 0.41 4.71 -0.20  -1.152
C9 -0.13 3.56 -0.80  0.125
N4 0.40 2.47 -0.25  -0.136
C10 -1.10 3.45 -1.94  1.007
C11 -0.45 3.92 -3.24  -1.643
C12 -2.39 4.22 -1.67  -1.569
N5 3.08 1.04 0.62  0.097
C13 4.42 1.08 0.57  -0.506
C14 4.85 0.25 -0.44  -1.037
C15 3.66 -0.28 -0.98  -0.224
N6 2.60 0.19 -0.32  -0.010
C16 3.48 -1.19 -2.16  1.689
C17 4.82 -1.62 -2.75  -1.992
C18 2.60 -0.52 -3.22  -1.344
H1 -2.11 -2.72 3.01  0.493
H2 -1.62 -1.45 1.89  -0.146
H3 -0.42 -2.57 2.51  0.339
H4 -0.84 -1.61 4.82  0.415
H5 -2.65 0.33 3.32  0.235
H6 -3.21 -0.95 4.42  0.399
H7 -2.27 0.42 5.04  0.418
H8 0.69 0.48 5.72  0.464
H9 2.39 2.08 4.27  0.482
H10 2.97 2.68 2.12  -0.215
H11 1.97 4.74 1.40  0.465
H12 0.19 5.74 -0.43  0.523
H13 -1.33 2.39 -2.05  0.070
H14 -0.17 4.98 -3.17  0.333
H15 0.46 3.35 -3.46  0.359
H16 -1.13 3.81 -4.08  0.447
H17 -2.20 5.29 -1.63  0.377
H18 -3.12 4.04 -2.46  0.405
H19 -2.84 3.94 -0.72  0.339
H20 4.97 1.72 1.25  0.472
H21 5.86 0.06 -0.74  0.529
H22 2.96 -2.09 -1.83  -0.283
H23 5.37 -0.75 -3.13  0.384
H24 5.44 -2.12 -2.01  0.423
H25 4.67 -2.30 -3.59  0.438
H26 3.08 0.38 -3.61  0.365
H27 2.42 -1.20 -4.06  0.426
H28 1.64 -0.23 -2.81  0.168
Se1 -5.10 -5.51 -1.41  0.221
N7 -5.19 -3.73 -1.24  -0.874
C19 -3.98 -3.31 -1.02  1.038
C20 -3.64 -1.90 -0.81  0.620
C21 -4.61 -0.90 -0.77  -0.861
C22 -4.23 0.40 -0.54  -1.108
C23 -2.87 0.67 -0.37  -0.660
N8 -1.93 -0.27 -0.43  0.026
C24 -2.31 -1.54 -0.63  -0.526
C25 -1.24 -2.58 -0.58  -0.265
N9 0.01 -2.16 -0.34  0.436
C26 0.96 -3.06 -0.19  -0.840
C27 0.74 -4.43 -0.30  -1.066
C28 -0.54 -4.87 -0.57  -0.950
C29 -1.56 -3.93 -0.71  0.438
C30 -2.95 -4.31 -0.97  1.040
N10 -3.33 -5.55 -1.15  -0.873
H29 -5.65 -1.17 -0.91  0.507
H30 -4.95 1.20 -0.48  0.485
H31 -2.52 1.68 -0.18  0.822
H32 1.95 -2.67 0.04  0.936
H33 1.55 -5.13 -0.16  0.482
H34 -0.78 -5.92 -0.67  0.510



Density functional theory data (ωB97M-V/def2-TZVPD) for C5H7NS in the gas phase in a non-equilibrium geometry.

Summary:
- Gap between HOMO and LUMO: 9.385 eV
- SMILES string: Cn1ccc(S)c1
- Calculated total energy: -17623.4222 eV
- HOMO: -8.5 eV
- Lowest unoccupied orbital energy: 0.90 eV

Last column: Mulliken charge in e.
Cartesian coordinates (Å):
C1 -2.63 0.76 -0.95  -0.835
N1 -1.43 0.28 -0.28  0.191
C2 -1.37 -0.15 1.03  -0.356
C3 -0.05 -0.43 1.32  -0.397
C4 0.71 -0.15 0.14  -0.176
S1 2.44 -0.42 -0.10  -0.270
C5 -0.17 0.28 -0.82  -0.264
H1 -2.82 1.80 -0.78  0.294
H2 -3.50 0.20 -0.55  0.304
H3 -2.49 0.59 -2.04  0.291
H4 -2.27 -0.22 1.64  0.318
H5 0.32 -0.83 2.26  0.397
H6 2.88 0.72 0.46  0.119
H7 0.00 0.59 -1.84  0.383